# 1
# C30H20N4O2PV

C30H20N4O2PV as an isolated structure in a non-equilibrium geometry (ωB97M-V with the def2-TZVPD basis set, OMol25).

Geometry as XYZ:
```
58
Properties=species:S:1:pos:R:3:forces:R:3:mulliken_charge:R:1
V -0.174144 -1.008480 -0.517225 1.235 1.793 -0.817 0.325
P 1.840776 0.155951 0.191108 0.513 1.065 -0.396 1.182
O 0.026432 -2.586797 -0.123281 1.136 -4.053 0.929 -0.487
O -0.317058 -4.796095 0.135102 0.312 0.374 -0.044 -0.526
N -3.938741 4.052719 -0.605091 0.092 -0.122 -0.069 -0.459
N -2.437404 -2.008698 0.148252 0.414 -0.257 0.053 -0.142
N -2.122333 2.560560 -1.340807 0.384 -0.086 -0.344 -0.492
N -0.981332 0.467759 -0.995440 -2.073 2.646 -0.666 -0.615
C -3.074809 -4.275627 0.682084 0.069 -0.109 -0.012 -0.952
C -1.593429 1.492995 -1.146616 -0.039 0.140 0.095 0.826
C 4.251761 -1.069835 0.790365 -0.057 0.011 0.008 -0.404
C -0.715372 -3.675713 0.105217 -1.132 -1.259 0.338 0.008
C 2.140970 -0.028131 -1.581063 -0.169 -0.201 0.170 0.119
C 1.212906 1.819902 0.563942 0.029 -0.162 0.207 0.452
C -4.727035 -2.544296 0.754107 0.205 0.108 -0.100 1.172
C 6.057348 -0.009906 1.967153 -0.023 0.061 -0.019 -0.507
C -4.368840 -3.898812 0.895865 -0.006 0.075 0.006 -0.558
C -6.045535 -2.088877 0.982162 -0.158 0.049 0.031 -0.891
C 3.970462 1.156329 1.696014 -0.040 -0.046 0.011 -0.382
C -4.086823 -0.252129 0.236058 0.010 0.010 -0.004 -0.011
C -5.372140 0.154952 0.449660 0.119 0.040 -0.030 -0.583
C 5.269635 1.111760 2.179664 0.053 -0.010 0.038 -0.737
C 1.064652 -1.119151 -3.441648 0.043 -0.012 -0.183 -0.589
C 3.201849 -0.006937 -3.709010 0.122 0.117 0.092 -0.703
C 5.545526 -1.102973 1.280063 0.022 -0.082 -0.010 -0.650
C 0.943868 4.166823 0.147748 0.055 0.028 -0.063 -0.757
C 2.134062 -0.725100 -4.239626 -0.168 -0.067 0.033 -0.696
C 3.224774 0.344434 -2.367008 0.004 0.026 -0.077 -0.428
C -3.723371 -1.609932 0.369991 -0.250 -0.098 0.053 -0.194
C 0.132650 4.273612 1.268082 -0.061 0.030 -0.013 -0.526
C 3.470418 0.068642 0.985705 -0.289 -0.335 0.126 0.612
C 0.392376 1.926519 1.689557 0.090 0.061 -0.087 -0.244
C -3.101896 3.335323 -0.944213 -0.313 0.158 0.279 0.492
C -2.152475 -3.287945 0.316842 -0.155 0.268 -0.010 0.899
C -6.365465 -0.772078 0.827352 -0.009 -0.081 0.034 -0.567
C 1.491482 2.941311 -0.208098 0.009 -0.090 0.009 -0.113
C 1.076321 -0.768630 -2.102002 -0.025 -0.019 0.455 0.771
C -0.143335 3.154680 2.043889 0.009 -0.017 0.012 -0.827
H -2.731043 -5.294932 0.783289 -0.026 0.002 -0.002 0.507
H 2.122691 2.854311 -1.084450 -0.009 0.032 -0.008 0.394
H 4.067263 0.876284 -1.941486 0.004 0.006 -0.014 0.532
H 2.137366 -0.985196 -5.290269 0.020 -0.012 0.006 0.425
H -7.374723 -0.426418 1.003075 -0.012 -0.034 -0.004 0.411
H 3.847688 -1.919228 0.251970 0.048 -0.013 -0.021 0.446
H 5.664879 1.957587 2.726083 0.001 0.002 -0.012 0.423
H 3.360470 2.032242 1.868678 0.007 0.010 -0.017 0.400
H 0.251906 -1.690809 -3.872367 0.005 0.004 -0.005 0.493
H -3.319843 0.452742 -0.025407 -0.001 0.078 0.001 -0.134
H -6.796178 -2.806704 1.288847 0.006 -0.004 -0.029 0.395
H 4.027690 0.276863 -4.347972 -0.010 -0.019 -0.013 0.439
H 1.155364 5.041741 -0.452857 -0.015 -0.004 0.002 0.425
H -5.127972 -4.617644 1.177399 0.034 -0.033 0.009 0.464
H -5.631891 1.199222 0.333420 0.024 0.007 0.017 0.474
H -0.772547 3.240804 2.919931 -0.008 -0.003 -0.014 0.436
H 7.074864 -0.031148 2.333796 -0.014 -0.019 0.030 0.399
H 0.178771 1.043933 2.284478 -0.029 0.041 0.038 0.420
H 6.156633 -1.982657 1.128350 -0.009 0.006 -0.014 0.413
H -0.298119 5.230885 1.530635 0.023 -0.004 0.015 0.420
```
Positions in Å, forces in eV/Å.

Computed properties:
HOMO (alpha / beta) (eV): -11.999 / -11.996
Total charge: +1
Spin multiplicity: 2
Frontier orbital gap (alpha / beta) (eV): 7.53 / 7.96
ΔE to the lowest compared entry with this formula, charge and spin (kcal/mol): 0.0

=====

# 2
# C30H21BBr3F8InN3OP

C30H21BBr3F8InN3OP as an isolated structure in a non-equilibrium geometry (ωB97M-V with the def2-TZVPD basis set, OMol25).

Geometry as XYZ:
```
69
Properties=species:S:1:pos:R:3:forces:R:3:mulliken_charge:R:1
In 0.937705 0.249620 -0.805445 -1.780 0.174 1.711 1.116
Br 2.499474 -0.643011 2.125801 -0.011 -0.129 -0.076 -0.015
Br -0.619340 1.092455 -3.869334 -0.079 -0.085 -0.109 -0.045
Br -1.690115 -1.164816 -1.813756 0.117 0.131 -0.426 0.117
P -0.893380 -0.392761 1.408936 0.760 -0.046 -0.067 0.393
F -1.609602 -1.146419 6.429709 0.005 -0.001 0.017 -0.290
F 2.848856 -1.130493 5.022300 0.014 0.002 0.017 -0.317
F -2.429224 -0.726849 3.961513 -0.016 0.065 -0.038 -0.389
F -1.536421 3.650978 0.290134 0.112 0.061 -0.156 -0.166
F -1.495415 3.617210 -2.004060 -0.015 -0.026 0.045 -0.316
F -0.363168 1.985016 -0.808446 -0.446 -0.290 0.035 0.025
F 0.399140 4.176018 -0.824729 -0.026 -0.045 -0.025 -0.366
F 1.038368 -1.357191 6.989810 0.010 0.007 0.011 -0.281
O 2.490078 -1.014873 -1.255062 0.200 -0.439 0.058 -0.902
N 2.323307 1.690093 -0.216073 0.749 -0.246 -0.860 0.335
N 2.292367 -0.081625 -2.379630 0.182 1.217 -0.700 1.329
N 3.146955 1.056711 -2.387885 0.729 -0.998 0.015 -0.679
C -3.239676 -3.796069 1.429532 -0.061 0.010 0.013 -0.813
C -1.111230 -0.759364 4.164651 0.091 -0.057 0.000 0.067
C -2.863327 -2.470969 1.590165 -0.060 0.086 -0.032 -0.340
C 2.306773 -2.190567 -6.022762 0.008 -0.020 -0.069 -0.490
C -4.339837 1.739918 1.025585 0.024 -0.016 -0.013 -0.916
C -1.962827 1.942667 2.441569 0.004 -0.120 0.108 -0.666
C 1.560035 -0.995564 4.725598 -0.005 0.011 0.011 0.212
C -2.359534 -4.716839 0.881228 0.008 -0.061 -0.017 -0.590
C -0.704591 -3.000594 0.637104 -0.231 0.138 0.175 -0.186
C -2.929841 2.922203 2.569956 -0.093 -0.039 0.069 -0.840
C 0.637934 -1.115503 5.750794 -0.020 -0.017 -0.034 0.508
C -4.120771 2.819285 1.867269 0.023 0.009 0.039 -0.535
C -2.191875 0.841790 1.622717 -0.066 -0.100 -0.114 1.058
C 1.149173 -0.750028 3.427452 -0.118 0.134 -0.181 0.117
C -1.595294 -2.065926 1.190007 0.418 0.009 -0.200 0.416
C -3.376355 0.751615 0.897074 -0.012 0.025 -0.022 -0.630
C 4.251253 3.638481 -0.140015 0.019 0.018 0.100 -0.292
C 2.324947 -0.785258 -3.637663 0.041 0.021 0.282 -0.099
C -0.708275 -1.003273 5.464884 0.024 0.026 0.022 0.270
C 2.376187 2.545145 0.834497 0.057 0.072 -0.268 0.104
C 3.106654 -1.069330 -5.880828 -0.016 0.056 0.033 -0.651
C 4.203970 2.819085 -1.216074 -0.211 -0.125 -0.006 -0.881
C 1.518082 -1.911084 -3.768321 0.165 0.041 -0.024 -0.083
C 3.201806 1.788628 -1.290285 -0.413 0.335 0.512 0.350
C -1.946685 -0.231216 -3.518612 -0.023 0.001 0.065 -0.753
C 3.317299 3.512510 0.925010 0.062 0.107 0.032 -0.980
C -1.088226 -4.323392 0.487880 0.008 0.045 0.010 -0.672
C -0.209426 -0.602223 3.112701 -0.098 -0.085 0.161 -0.030
C 3.122269 -0.355537 -4.687780 -0.185 -0.045 0.050 -0.390
C 1.514626 -2.610470 -4.962252 -0.091 -0.036 0.065 -0.830
B -0.776201 3.468303 -0.843230 0.034 0.221 -0.120 0.004
H 5.017180 4.401798 -0.079470 -0.007 0.006 -0.035 0.379
H 3.723152 0.527741 -4.551973 0.062 0.018 -0.030 0.455
H -2.743435 3.779848 3.201721 0.007 0.000 -0.008 0.443
H 0.892021 -3.490772 -5.064120 0.007 -0.002 -0.006 0.395
H 2.298366 -2.739399 -6.955615 0.006 0.003 0.003 0.385
H 3.338693 4.180646 1.772726 0.006 -0.016 0.001 0.441
H -3.548395 -0.084733 0.232012 -0.021 0.009 0.008 0.445
H -4.871563 3.592491 1.960813 0.002 0.002 -0.001 0.409
H -1.916570 -0.996406 -4.283471 0.050 0.008 0.001 0.468
H 4.901318 2.889540 -2.037596 0.002 0.029 -0.004 0.504
H 0.922881 -2.240034 -2.927257 0.014 -0.033 -0.015 0.614
H -1.026023 2.042457 2.977213 0.005 0.003 0.015 0.334
H 0.290569 -2.690517 0.334261 0.035 -0.001 -0.037 0.318
H 3.725788 -0.740857 -6.705582 0.009 0.011 0.010 0.385
H 1.611242 2.415161 1.590552 0.005 -0.024 0.006 0.346
H -4.226945 -4.114029 1.738030 -0.006 0.020 0.001 0.440
H -0.397975 -5.038785 0.061457 -0.002 -0.007 0.001 0.488
H -2.917008 0.243003 -3.447722 0.020 0.028 -0.003 0.498
H -5.259948 1.668659 0.460764 -0.001 -0.005 0.000 0.429
H -2.668815 -5.746871 0.760925 0.015 -0.004 -0.004 0.398
H -3.551181 -1.755416 2.020698 0.003 -0.046 -0.004 0.439
```
Positions in Å, forces in eV/Å.

Computed properties:
HOMO (eV): -7.141
Frontier orbital gap (eV): 6.20
ΔE to the lowest compared entry with this formula, charge and spin (kcal/mol): 101.1

=====

# 3
# C30H21BrCoN2O4

C30H21BrCoN2O4 as an isolated structure in a non-equilibrium geometry (ωB97M-V with the def2-TZVPD basis set, OMol25).

Geometry as XYZ:
```
59
Properties=species:S:1:pos:R:3:forces:R:3:mulliken_charge:R:1
Br 5.063444 0.638141 6.081832 -0.014 -0.009 0.003 -0.222
Co 0.833744 1.105841 0.075832 0.980 -0.902 -1.223 -0.099
O -0.724356 -0.762559 0.088232 0.348 -0.247 -0.022 -0.504
O 0.838044 0.848641 1.847832 -0.308 0.024 2.832 -0.129
O -0.803856 1.807041 0.008032 -1.470 1.405 0.104 -0.618
O -2.997056 2.000241 0.152032 -0.535 0.308 -0.058 -0.720
N 2.686344 0.855141 0.001232 1.753 -0.123 2.512 -0.026
N 0.918844 1.089341 -1.840268 -0.911 0.206 -1.310 0.279
C 3.856144 0.586341 -4.010768 0.488 0.003 0.319 -0.849
C -2.563956 -2.041959 1.792732 -0.132 0.012 -0.016 0.114
C 1.416444 0.714341 4.122732 0.109 -0.022 0.788 -0.703
C -2.741656 -0.736759 -1.143968 0.044 -0.037 0.006 -0.491
C 3.529644 0.827941 1.043732 -1.098 0.048 -1.585 0.303
C -2.483456 -2.032459 -1.584768 -0.031 0.033 0.050 -0.281
C 1.444044 0.806141 -4.577168 -0.538 0.109 0.370 -0.717
C 4.515244 0.655741 -1.688768 -1.346 0.187 0.924 -0.887
C 0.163044 0.997641 -4.107068 0.628 -0.169 -0.850 -0.934
C 4.116644 0.744841 3.412232 -0.102 0.008 0.343 -0.759
C -1.979656 1.341641 0.105932 0.352 -1.122 0.113 -0.284
C -3.457456 -1.596259 3.971032 -0.058 -0.047 0.079 -0.494
C 4.830544 0.554541 -3.033968 -0.221 -0.024 -1.084 -0.967
C 3.732244 0.688841 4.727732 0.776 0.006 -0.284 -0.097
C -2.947156 -2.488359 3.044132 0.054 -0.087 0.046 -0.970
C -3.000356 -2.492759 -2.781068 0.059 -0.098 -0.017 -0.860
C -3.263356 0.174541 2.356132 -0.051 0.069 0.063 -0.464
C -3.754256 -1.656059 -3.582768 -0.087 0.047 -0.075 -0.468
C -3.628456 -0.271059 3.615032 0.006 -0.088 0.065 -0.881
C 1.757244 0.795141 2.760232 -0.005 -0.016 -1.634 0.034
C -2.059856 -0.240259 0.130732 -0.171 0.895 0.005 3.145
C -4.025556 -0.370459 -3.150068 0.002 -0.047 -0.139 -0.908
C 2.508444 0.760741 -3.655968 -0.141 0.020 0.473 0.962
C 2.181844 0.887441 -2.282868 0.450 -0.122 -0.398 0.736
C 2.387144 0.668841 5.101232 -0.529 0.054 -0.673 -0.547
C -3.540356 0.081641 -1.934968 -0.102 0.080 0.051 -0.184
C 3.180444 0.803741 -1.281168 1.562 -0.198 -1.530 0.663
C -2.698456 -0.699759 1.436032 0.082 -0.165 0.042 -0.191
C 3.147244 0.795841 2.391232 -0.813 0.052 0.655 0.243
C -0.062156 1.155941 -2.746668 0.653 0.046 1.278 -0.016
H -1.058756 1.354241 -2.385568 -0.011 -0.037 0.193 0.666
H 4.113744 0.483041 -5.051668 0.080 -0.009 -0.169 0.424
H 5.161344 0.750041 3.143532 0.173 0.001 0.035 0.461
H -4.125356 -2.001659 -4.534868 -0.073 -0.057 -0.113 0.425
H 5.866544 0.439741 -3.318968 0.042 -0.024 -0.035 0.387
H 4.594644 0.827341 0.847132 0.086 -0.053 -0.051 0.187
H -1.855956 -2.689559 -1.004968 0.111 0.000 0.058 0.245
H -2.155256 -2.755459 1.092832 0.061 -0.030 -0.075 0.189
H -4.603156 0.298641 -3.770568 -0.123 0.045 -0.026 0.424
H -4.026556 0.433841 4.329332 -0.080 0.063 0.054 0.415
H 2.122944 0.629641 6.147332 -0.063 -0.025 0.034 0.431
H -2.826156 -3.531959 3.298832 0.000 -0.055 0.024 0.407
H 1.650044 0.695441 -5.630468 -0.026 -0.018 -0.141 0.447
H -2.795056 -3.505359 -3.093468 0.043 -0.108 -0.058 0.406
H -3.786456 1.079441 -1.606268 0.054 0.031 0.044 0.543
H -3.416056 1.210341 2.106632 0.070 0.071 -0.085 0.539
H 0.370144 0.706041 4.391332 -0.079 0.002 -0.068 0.532
H -0.681456 1.026141 -4.778668 -0.031 0.033 -0.041 0.456
H 5.312644 0.614141 -0.966868 0.100 -0.057 0.088 0.319
H -0.520556 -1.128159 0.958732 0.050 0.182 0.015 0.469
H -3.716656 -1.933459 4.963032 -0.071 -0.043 0.094 0.424
```
Positions in Å, forces in eV/Å.

Computed properties:
HOMO (alpha / beta) (eV): -7.887 / -7.830
Spin multiplicity: 2
Frontier orbital gap (alpha / beta) (eV): 6.59 / 6.52

=====

For each record above, in turn, the calculated calculated total energy values are -2809.8331; -10472.7295; -5523.1389 Eh.